Version A
Formula: C4H11NO3
Source: OMol25
Level of theory: ωB97M-V/def2-TZVPD

```
19
Properties=species:S:1:pos:R:3:lowdin_charge:R:1
C -0.687 -0.364 -2.019 -0.061
N -0.501 -0.184 -0.561 -0.289
C -1.654 -0.557 0.296 -0.055
C 0.024 1.083 -0.193 -0.143
C 0.849 1.009 1.107 -0.475
O 0.796 0.333 2.093 0.106
O 1.670 2.113 1.081 0.062
H -1.666 -0.002 -2.309 0.072
H -0.773 -1.461 -2.119 0.093
H 0.090 0.198 -2.516 0.079
H -2.172 -1.355 -0.242 0.083
H -1.284 -0.813 1.284 0.083
H -2.370 0.268 0.247 0.084
H -0.744 1.814 0.145 0.141
H 0.682 1.487 -0.966 0.129
H 2.367 1.961 1.763 0.137
O 1.982 -2.195 0.933 -0.064
H 2.083 -1.524 1.617 0.011
H 1.308 -1.810 0.358 0.008
```

Summary:
- SMILES: CN(C)CC(=O)O.O
- E_HOMO: -8.942 eV
- 2S+1: 1

---

Version B
Formula: C4H11NO3
Source: OMol25
Level of theory: ωB97M-V/def2-TZVPD

```
19
Properties=species:S:1:pos:R:3:lowdin_charge:R:1
H -0.597 2.007 -0.909 0.054
O -1.476 1.958 0.026 0.020
O 0.045 1.660 -1.783 0.058
H -0.997 1.227 0.515 -0.009
H -2.264 1.579 -0.365 0.097
C 0.141 0.374 -1.832 -0.560
O 0.207 -0.272 -2.860 0.067
C 0.094 -0.522 -0.539 -0.254
H -0.773 -1.168 -0.574 0.150
N 0.095 0.225 0.728 -0.137
H 0.918 0.756 0.963 0.132
C -0.410 -0.427 1.959 -0.070
H -0.241 -1.503 2.006 0.085
H 0.011 0.137 2.808 0.096
H -1.443 -0.177 2.128 0.068
C 1.431 -1.325 -0.518 -0.038
H 2.200 -0.562 -0.382 0.090
H 1.431 -2.200 0.129 0.074
H 1.628 -1.768 -1.499 0.077
```

Summary:
- E_HOMO: -9.406 eV
- 2S+1: 1

---

Version C
Formula: C4H11NO3
Source: OMol25
Level of theory: ωB97M-V/def2-TZVPD

```
19
Properties=species:S:1:pos:R:3:lowdin_charge:R:1
C 2.538 -1.236 1.167 -0.008
C 1.402 -1.111 2.145 -0.523
O 1.637 -1.036 3.341 0.035
N 0.104 -1.010 1.718 0.072
C -0.290 -1.051 0.346 -0.210
C -1.577 -0.221 0.076 -0.222
O -2.612 -0.924 0.790 -0.074
H 3.007 -0.326 0.820 0.087
H 3.270 -1.902 1.616 0.085
H 2.232 -1.853 0.304 0.074
H -0.608 -1.042 2.422 0.140
H 0.512 -0.829 -0.365 0.111
H -0.640 -2.009 -0.099 0.126
H -1.728 -0.154 -0.982 0.103
H -1.445 0.765 0.552 0.121
H -2.864 -0.337 1.510 0.081
O -1.238 4.935 -5.346 -0.050
H -1.303 4.745 -4.403 0.035
H -0.397 4.596 -5.613 0.015
```

Summary:
- SMILES: CC(=O)NCCO.O
- E_HOMO: -9.542 eV
- 2S+1: 1

---

Version D
Formula: C4H11NO3
Source: OMol25
Level of theory: ωB97M-V/def2-TZVPD

```
19
Properties=species:S:1:pos:R:3:lowdin_charge:R:1
C -1.260 -0.446 -2.358 -0.025
C -1.083 -0.410 -0.828 -0.350
O -2.400 -0.217 -0.209 -0.075
C -0.208 0.716 -0.224 -0.310
N -0.844 2.044 -0.328 0.057
C 0.212 0.422 1.205 -0.198
O 1.083 -0.366 1.454 0.071
H -2.257 -0.063 -2.541 0.081
H -1.186 -1.492 -2.661 0.077
H -0.446 0.044 -2.887 0.081
H -0.713 -1.349 -0.404 0.138
H -2.890 -1.036 -0.362 0.093
H 0.636 0.744 -0.923 0.143
H -1.783 1.939 -0.684 0.067
H -0.897 2.500 0.561 0.053
H -0.370 0.963 1.979 0.133
O 4.046 -1.310 1.298 -0.075
H 3.198 -1.321 1.769 0.008
H 4.290 -2.247 1.321 0.033
```

Summary:
- SMILES: C[C@H](O)[C@@H](N)C=O.O
- E_HOMO: -9.552 eV
- 2S+1: 1

---

version C ends up most stable, edging out the next structure by 0.0027 hartree.